Formula: CHBr2NO2
Source: the OMol25 dataset
Level of theory: wB97M-V/def2-TZVPD

Each line ends with the natural charge from an NBO analysis.
CARTESIAN COORDINATES (ANGSTROEM)
1 C 0.02637 0.61585 0.23449  -0.133
2 N 0.83277 -0.48439 -0.12029  0.425
3 O 1.40480 -0.38768 -1.18775  -0.352
4 O 0.90638 -1.40891 0.65879  -0.362
5 Br -0.60322 0.68429 1.93533  0.256
6 Br -2.54192 -0.49012 -1.09766  -0.079
7 H -0.02517 1.47097 -0.42292  0.246

charge = 0
electronic energy = -5391.769701 Ha
E_HOMO (spin up / spin down) = -10.093 / -11.245 eV



Formula: C29H80O15
Source: the OMol25 dataset
Level of theory: wB97M-V/def2-TZVPD

Each line ends with the Löwdin charge.
CARTESIAN COORDINATES (ANGSTROEM)
1 C -3.53082 -3.21769 4.77595  -0.063
2 C -2.24561 -2.76320 4.20259  -0.435
3 C -1.37151 -3.68156 3.32056  -0.012
4 O -2.54315 -1.55408 3.39776  -0.151
5 H -4.07672 -2.53506 5.48945  0.102
6 H -3.35570 -4.25997 5.15893  0.099
7 H -4.33718 -3.32659 4.10229  0.058
8 H -1.65820 -2.29380 4.93364  0.113
9 H -1.09721 -4.60468 3.91941  0.108
10 H -0.43813 -3.36785 3.10688  0.011
11 H -1.78982 -3.85609 2.35149  0.064
12 H -2.92706 -0.81544 4.06217  0.121
13 C -2.48843 -2.48737 -0.46908  -0.039
14 C -3.70923 -1.84721 0.01315  -0.488
15 C -5.01577 -1.91248 -1.00632  -0.008
16 O -4.17807 -2.50638 1.19965  -0.090
17 H -1.91988 -1.91193 -1.28694  0.111
18 H -2.88077 -3.41628 -0.61776  0.061
19 H -1.94019 -2.32647 0.43743  0.056
20 H -3.63958 -0.77787 0.28425  0.110
21 H -5.96306 -1.33252 -0.64217  0.097
22 H -5.24046 -3.19948 -1.07739  0.161
23 H -4.75069 -1.53241 -1.84686  -0.065
24 H -3.46132 -2.54787 1.85773  0.034
25 C 0.13773 0.14644 1.03473  -0.009
26 C 1.33873 -0.56291 0.36942  -0.420
27 C 1.33729 -2.05517 0.55915  -0.036
28 O 1.17395 -0.33699 -1.05182  -0.124
29 H 0.05319 1.15842 0.45491  0.121
30 H 0.17472 0.22003 2.13465  0.102
31 H -0.52352 -0.44602 0.89591  -0.066
32 H 2.36931 -0.08657 0.70834  0.161
33 H 1.51006 -2.25773 1.57641  0.056
34 H 2.26176 -2.51900 0.33623  0.064
35 H 0.51100 -2.54477 0.25592  0.043
36 H 1.53051 0.63210 -1.20906  0.094
37 C -1.90693 0.67812 -2.92294  -0.026
38 C -2.50903 0.64115 -4.39339  -0.488
39 C -3.24851 -0.68063 -4.61073  -0.026
40 O -3.32942 1.71167 -4.56439  -0.019
41 H -1.23559 1.48310 -2.81906  0.020
42 H -1.32045 -0.12094 -2.70393  0.000
43 H -2.63705 0.79293 -2.01174  0.127
44 H -1.70832 0.69907 -5.11559  0.126
45 H -2.61861 -1.56000 -4.34213  0.097
46 H -3.62283 -0.75611 -5.60794  0.077
47 H -3.96725 -0.86103 -3.94086  0.013
48 H -2.63521 2.32444 -4.83398  0.094
49 C -1.68136 3.97821 -1.64987  -0.049
50 C -1.76447 5.34039 -1.08645  -0.395
51 C -2.05159 5.41068 0.47625  0.007
52 O -0.46952 6.02762 -1.14734  -0.054
53 H -0.83220 3.40949 -1.04326  0.123
54 H -1.76145 3.93746 -2.68937  0.056
55 H -2.56293 3.48374 -1.07684  0.116
56 H -2.34890 5.98238 -1.71699  0.132
57 H -1.28197 4.92378 1.01010  0.049
58 H -2.96884 4.88550 0.76380  0.087
59 H -1.94379 6.24037 0.92118  0.002
60 H -0.51959 6.48728 -1.92726  0.047
61 C 6.93344 -0.52765 -1.70279  -0.045
62 C 6.34365 -1.91915 -1.49099  -0.517
63 C 5.15222 -2.02173 -0.38755  -0.038
64 O 5.82895 -2.31998 -2.71785  -0.075
65 H 7.56515 -0.38526 -2.54343  0.060
66 H 7.26000 -0.36960 -0.69966  0.058
67 H 5.93858 0.19814 -1.79592  0.135
68 H 7.02721 -2.74187 -1.21139  0.131
69 H 4.78288 -3.08247 -0.67203  0.104
70 H 4.43542 -1.21285 -0.67328  0.067
71 H 5.54759 -1.81504 0.59527  0.057
72 H 6.00745 -3.19896 -3.02968  0.083
73 C -3.50304 1.41778 2.22849  -0.045
74 C -3.64819 1.87372 3.69163  -0.484
75 C -4.95264 2.74198 3.92557  -0.031
76 O -3.83914 0.80155 4.53775  -0.104
77 H -4.39430 0.87816 1.90437  0.092
78 H -2.57416 0.76655 2.11799  0.080
79 H -3.19525 2.26386 1.65632  0.049
80 H -2.66714 2.30650 4.01603  0.145
81 H -5.76047 2.22951 4.21504  0.025
82 H -5.17335 3.57392 3.02054  0.151
83 H -4.69047 3.30884 4.73130  0.022
84 H -4.14057 1.22275 5.43684  0.162
85 O 1.61558 -1.17362 -5.77820  -0.056
86 C 0.70680 -1.56712 -4.71580  -0.194
87 C 1.46867 -2.43630 -3.67275  -0.123
88 O 0.40344 -2.59196 -2.60919  -0.103
89 H 2.44595 -1.33712 -5.51676  -0.008
90 H 0.39977 -0.73878 -4.27949  0.034
91 H -0.09029 -1.97804 -5.39569  0.143
92 H 2.40101 -2.04892 -3.39688  0.084
93 H 1.55495 -3.61903 -4.03001  0.170
94 H 0.70324 -2.15183 -1.85997  -0.029
95 O 2.26846 -4.42409 5.24072  -0.069
96 C 2.97730 -3.65114 4.21405  -0.175
97 C 4.12215 -4.53956 3.64011  -0.264
98 O 4.93977 -3.79702 2.84745  0.011
99 H 2.31101 -5.31767 4.90217  0.065
100 H 2.30787 -3.48565 3.49163  0.042
101 H 3.33795 -2.62685 4.41245  0.138
102 H 3.65543 -5.16372 3.04903  0.072
103 H 4.68021 -4.98074 4.53967  0.157
104 H 5.23997 -4.45679 2.35729  0.015
105 O 2.15048 2.66784 3.05164  -0.018
106 C 2.54079 3.28095 1.81125  -0.170
107 C 1.38714 4.11085 1.29659  -0.216
108 O 1.52976 4.55236 -0.03496  -0.049
109 H 1.82010 3.25518 3.60728  -0.004
110 H 3.32352 3.94607 1.93889  0.097
111 H 2.80041 2.35283 1.19675  0.143
112 H 1.19871 5.01726 1.92042  0.145
113 H 0.46304 3.72927 1.09708  0.067
114 H 0.82794 5.03393 -0.26411  -0.037
115 O 1.70837 2.31065 -1.67051  -0.100
116 C 1.74826 2.61447 -3.06215  -0.182
117 C 3.24037 2.59018 -3.59636  -0.195
118 O 3.09361 3.03969 -4.94075  -0.063
119 H 1.60530 3.13094 -1.25843  0.007
120 H 1.15766 1.84549 -3.47969  0.098
121 H 1.36428 3.61787 -3.12503  0.123
122 H 3.61405 1.55619 -3.54971  0.114
123 H 3.89957 3.24443 -2.99119  0.130
124 H 2.40316 2.46860 -5.23825  0.058

charge = 0
electronic energy = -2280.921576 Ha
E_HOMO = -9.305 eV
SMILES = CC(C)O.CC(C)O.CC(C)O.CC(C)O.CC(C)O.CC(C)O.CC(C)O.OCCO.OCCO.OCCO.OCCO



Formula: C2H3CsO2
Source: the OMol25 dataset
Level of theory: wB97M-V/def2-TZVPD

Each line ends with the Löwdin charge.
CARTESIAN COORDINATES (ANGSTROEM)
1 Cs 3.86720 0.10123 -0.37965  1.004
2 C -0.95061 -0.56542 0.05677  -0.034
3 C -0.05939 0.70421 0.01824  -0.796
4 O -0.54173 1.73669 -0.47422  -0.059
5 O 1.10478 0.72025 0.49955  -0.292
6 H -2.00173 -0.33316 -0.11444  0.066
7 H -0.76776 -1.01481 1.03285  0.058
8 H -0.65079 -1.34900 -0.63907  0.054

charge = 0
electronic energy = -248.626463 Ha
E_HOMO = -7.109 eV



Formula: C6H9O2
Source: the OMol25 dataset
Level of theory: wB97M-V/def2-TZVPD

Each line ends with the natural charge from an NBO analysis.
CARTESIAN COORDINATES (ANGSTROEM)
1 C 1.24723 1.22006 -0.57905  -0.452
2 C 0.13265 0.53156 -0.84625  0.054
3 C -0.12522 0.04037 -2.23998  -0.641
4 C -0.87823 0.19810 0.21806  -0.468
5 C -0.33204 -0.98156 1.05413  -0.528
6 C 0.10475 -0.54481 2.54255  0.780
7 O -0.13608 0.64340 2.85167  -0.793
8 O 0.59779 -1.46873 3.21650  -0.784
9 H 1.42404 1.52281 0.44947  0.216
10 H 2.00553 1.50489 -1.29750  0.173
11 H 0.73903 0.29022 -2.86242  0.199
12 H -1.05063 0.45430 -2.64544  0.201
13 H -0.19603 -1.05074 -2.30647  0.207
14 H -1.14501 1.00644 0.89184  0.262
15 H -1.78768 -0.14103 -0.29679  0.174
16 H -1.10970 -1.73043 1.24830  0.197
17 H 0.50959 -1.49486 0.60137  0.203

charge = -1
electronic energy = -384.541637 Ha
E_HOMO = -3.927 eV
SMILES = C=C(C)CCC(=O)[O-]



In the order shown, the computed relative energy (zero: lowest compared OMol25 entry of this formula, charge and spin) values come out to 47.6 306.4 1.3 2.5 kcal/mol.